Formula: C48H94BBrNO4S
Source: the Open Molecules 2025 dataset
Level of theory: the ωB97M-V functional and the def2-TZVPD basis

Properties
Charge: +1
E_tot: -142529.149 eV
Orbital gap: 8.08 eV

Positions of all 150 atoms, in Å:
H -0.49269 -6.28294 -3.95293
C 1.29333 -1.07089 -0.33600
O 0.70027 1.96306 3.33914
C -0.01192 0.51140 -6.09740
H 6.21311 0.29569 2.63475
C 0.46237 -1.04244 2.20285
C 1.33856 2.37338 9.17991
H -0.80890 3.58585 1.34505
H 6.63761 2.20770 0.40926
H -4.89889 3.29408 7.30136
H -1.90257 -5.55775 -2.99285
C 2.25908 2.91456 -10.61540
H 2.09157 0.08218 -10.92414
H -2.25070 1.08354 5.63058
H -0.24977 -0.32596 -10.23249
C -4.09985 0.67159 6.66842
H -5.84463 2.38782 5.16819
H -1.62194 0.14800 -4.55942
H -0.05043 1.14014 6.45661
C -2.56488 -3.71008 -4.82302
S 7.58679 -1.13201 1.22767
H 0.22111 0.84408 -2.07531
C -1.93481 -5.11161 -5.22220
H -1.76809 -2.81111 -0.46566
H 0.89834 -2.08104 2.27101
C 0.76139 0.95819 9.15764
C -1.52016 -2.51998 -4.84537
C 1.21228 -0.06454 -3.84749
H -6.40454 4.05191 6.83594
H 2.21902 -0.45226 -4.15482
C 1.61092 -0.07134 8.40644
C 4.63758 1.50430 0.96058
H 0.49042 -0.32118 -6.65731
C 3.71388 0.29622 0.47283
H 4.44635 1.40596 -11.60583
H -4.28483 -0.27060 1.05236
B 0.08963 2.02654 2.08226
H 7.75055 1.15049 2.21026
H 3.44424 1.84730 9.38924
O -0.36329 -4.00878 -1.36842
H -7.30332 1.90965 6.00082
H 0.08388 -0.59323 6.11577
H 1.20921 3.22116 -10.60689
C 6.92782 0.52221 1.79859
H 0.87112 0.58831 5.06391
C -5.52390 -1.88384 2.97778
H 4.36618 2.48049 0.48024
H -1.80102 0.16156 0.68254
H 2.58234 -1.06107 -2.08260
C 1.88886 0.27308 6.94358
C -6.22287 2.03267 6.13175
C 0.57691 1.22141 0.77802
H -3.53085 0.45382 4.58807
O 0.82568 -5.85877 -1.16331
H 3.04679 3.48682 9.89403
H -3.42326 -3.53499 -5.52827
H 4.40937 2.08277 -13.23075
O -1.05132 2.87501 1.96732
H -6.09779 0.24604 7.33868
H -3.00237 -3.85545 -3.79571
C -4.00612 -1.67495 2.73069
H -0.39664 -3.17008 0.61617
H 4.41846 -0.58080 0.42281
C -2.98357 -2.32455 3.54852
H 1.80889 1.47388 -5.33719
H -5.92313 -2.59387 2.21085
H 2.44477 1.21366 6.86825
H 1.99910 -0.28381 -9.21659
C -0.03821 -5.17438 -0.69242
H 0.63100 3.02986 9.69470
C -5.97203 3.10966 7.18698
C -1.45576 0.00473 -5.66652
H -3.78181 -0.34042 6.93864
H 0.29864 1.88880 -4.35499
H 2.82637 3.78527 -10.26634
H -5.85252 -0.01991 5.62980
C -0.64309 -2.91811 -0.44075
H 0.39461 -0.81863 -3.93096
H -0.14693 0.96476 -9.02732
H -0.85448 -2.62562 3.99597
H -0.99431 -1.85688 -6.86521
C 1.26071 0.63121 -2.41180
H 1.43307 1.84290 0.36411
C 0.62267 0.35829 6.09818
H -0.20650 1.28256 -0.02798
C -1.70311 -1.51864 -6.05905
H 3.08386 1.58234 -0.98023
H 2.43489 3.45542 -12.68248
C 0.22536 0.62876 -9.99746
C -3.32477 1.11491 5.43366
Br 2.34876 -2.76298 -0.04572
C 0.84388 1.07718 -4.91480
C -1.57769 -2.10504 3.32076
H -0.55910 -5.53817 0.23359
H 2.08611 1.75835 -12.44075
H -0.49581 -2.97799 -4.94214
C -1.58631 -6.02265 -3.96738
C -6.58021 2.77112 8.54332
H -2.67579 -5.68216 -5.84377
N 3.24389 0.56398 -0.91106
H -6.39078 3.57452 9.25778
C 2.11674 -0.27283 -1.42949
H -0.24345 0.98941 8.72609
H 4.63089 1.61237 2.07188
H -6.03116 -0.89095 2.82610
H -3.27334 -3.00493 4.38776
H 2.54105 -0.49810 6.51938
H -2.73902 -1.66997 -6.47009
H 3.53766 1.56264 -9.51607
H 4.76402 3.13145 -11.85466
C 6.16547 1.20124 0.57662
H 6.76529 -1.42359 0.16848
H 4.04896 0.40012 -1.53699
H -7.66147 2.64035 8.45840
C 1.74141 0.47415 -9.96442
H 2.13690 2.11064 -8.62698
C 1.12272 -0.24111 1.03746
H 0.13509 -1.74351 -2.05830
H 6.26791 0.62981 -0.37707
C 4.15950 2.28438 -12.18780
H -5.76881 -2.29683 3.98756
C -2.09558 -0.55663 1.47109
H 0.63184 0.60994 10.18852
H -0.09130 1.34876 -10.75412
H -6.15597 1.85506 8.95898
C -5.61281 0.66496 6.45251
C 2.63711 -0.02029 1.56020
H 0.79046 -0.55496 3.16840
H 2.56472 -0.20980 8.92373
H -3.57557 2.13697 5.14103
C -1.07377 -1.19371 2.26987
H 0.54174 2.82165 3.77376
C -3.52843 -0.78081 1.68440
H 2.60131 2.12250 10.92309
H -3.83787 1.31049 7.51653
C 2.68652 2.45650 9.88658
H -0.83460 -0.72870 -0.96689
H 1.72971 1.63940 -2.62124
H 1.10370 -1.04100 8.45210
H -0.16228 1.34197 -6.83435
C 2.46853 1.77286 -9.61607
H -2.13221 -6.99916 -4.03871
H -1.02514 -4.99150 -5.86887
C -0.07518 -1.55650 -0.96365
H 2.69017 0.77079 2.35079
H -1.55460 -1.99147 -3.85210
H 1.43229 2.76363 8.16195
H 2.94889 -0.97219 2.07585
C 2.67348 2.59456 -12.05131
H -2.25484 0.59224 -6.18169



Formula: C48H96ClF3N3O22P2
Source: the Open Molecules 2025 dataset
Level of theory: the ωB97M-V functional and the def2-TZVPD basis

Properties
Energy above the lowest of the compared OMol25 structures with the same formula, charge and spin: 0.00 kJ/mol
Charge: +1
E_tot: -140095.433 eV
Orbital gap: 7.75 eV

Positions of all 175 atoms, in Å:
H -4.36412 2.25889 0.86038
H 0.49918 -1.78840 -6.12020
H 5.97318 -6.32292 5.29787
C -1.42526 -1.83690 -7.08387
H -0.18085 2.50100 -0.54359
H 6.08584 -0.72769 4.49684
C -0.41700 -9.19776 3.27649
C 2.72481 2.17968 0.71665
H 6.56040 -1.82190 7.62485
H -5.77890 -1.99252 -2.42099
H -3.44254 4.39434 -4.81721
H 3.08146 -0.98810 3.24691
F -0.81391 -3.00261 -3.74953
H -2.81540 -0.69304 3.37335
H -6.24092 3.96583 -5.98055
H -5.64309 4.33875 2.00069
O 3.76049 6.75819 -3.17095
O 7.75074 1.25305 1.21625
H 8.13501 -5.96265 6.49208
C 5.79613 -4.24901 6.78221
H 3.80800 0.36780 1.34141
H -5.83734 9.58929 -7.09293
H -1.21955 -2.17339 5.14026
H -0.95379 -0.86900 -11.78855
H 8.71799 0.18682 -1.03303
H 0.35589 -3.01072 -7.38137
H 0.76518 -0.75571 -11.34384
C -4.76522 -1.79735 2.11497
C 2.80597 0.66910 1.03365
O 4.66736 8.57667 -2.17881
O -0.90311 -1.67741 -0.84202
C -4.17517 -1.06369 0.87190
H 7.72839 -0.10779 4.78424
H -7.53791 1.62935 -1.68440
H 2.19924 2.69796 1.52069
C 2.07071 -1.04072 2.83402
C -0.84545 -1.11880 -9.23021
C 6.06422 -6.54937 6.35839
H 2.65980 3.19104 -1.19190
C -2.05425 -0.88822 -0.61516
O 1.73457 -8.79179 4.36020
H 2.05884 -1.88121 2.12625
O 6.90786 0.18577 2.88954
C 0.05231 -2.78416 -2.74691
H -3.22334 -3.33199 2.42040
H 1.89944 1.61985 -1.23210
O -3.93966 0.31633 1.17090
H 6.01826 7.34824 -0.09501
H 0.71860 -0.95428 -1.89117
C 4.29849 7.43342 -2.15776
P -5.01863 -2.53902 -1.38096
C -6.95002 2.61055 1.65010
O -5.15661 7.79417 -6.47729
C 4.95128 7.20221 0.06195
H -4.62244 0.87779 3.59200
H -2.88935 -2.68831 0.27308
O 4.35111 6.62111 -1.10104
C -4.90245 1.30913 0.89576
O 5.23213 -3.41525 7.65590
H -7.68291 2.33501 0.89084
H 5.35075 6.51602 -5.30297
C 0.46955 -9.46696 4.47171
H -7.04512 8.28429 -7.19200
H 0.50255 3.96021 -1.24984
H 1.08532 -0.66898 4.74641
O -0.56535 -0.02222 -9.92557
H 1.24702 -2.38382 4.28381
C 3.65652 7.49059 -4.40665
H -0.14537 0.71941 -11.75399
H -6.04850 1.76894 4.09991
H -4.40940 -3.17800 3.67534
H 5.27009 -1.75749 6.39998
C 1.74460 0.23280 2.06035
O 9.15257 0.34612 2.74181
H -0.83991 -0.86629 -2.74678
H -6.62680 8.98847 -5.61229
C -1.43042 -2.21361 4.07023
H -1.37980 -3.25207 3.73624
C 3.09676 -5.63456 4.80441
N -5.21164 -1.24288 -0.23467
H -3.34765 -1.53513 4.80331
H 9.90867 -0.15814 0.22656
C -2.82500 -1.61718 0.47903
Cl -7.99943 -1.82301 -0.86373
H 0.10476 -9.44986 2.35298
O -5.41159 -3.87052 -0.89493
C 1.02923 -1.37675 3.91553
H 5.71759 8.09200 -4.59241
C 7.50332 -6.81475 6.73985
C -3.79128 -2.59422 2.98828
C 4.97237 7.52720 -5.15038
C 8.05027 0.57163 2.32064
H 9.62105 2.14484 1.14400
H -5.24288 -1.05343 2.75278
C -4.46465 4.71231 -5.01520
H 8.48756 2.52775 -0.15309
H 2.73583 -5.41484 5.80703
H 1.59075 1.05199 2.77232
H 4.48232 8.15250 0.30480
O 6.45393 -3.92106 5.82753
H -3.22488 1.75815 -1.13129
C 1.72471 -7.50292 4.68179
H -2.08982 -2.54639 -7.57576
F -0.03749 -3.82017 -1.94052
P -4.46358 1.59050 -1.75634
H 5.43754 -7.41275 6.57055
O -1.13076 -0.75357 -7.97721
C -5.98902 -0.17819 -0.54443
O 2.95498 -7.02291 4.50411
H 4.83726 8.00033 -6.12260
H 3.73996 2.57603 0.66273
H -4.73405 3.51791 -6.78482
C -6.30687 3.93472 1.23675
C 7.07665 -0.60629 4.07050
H -0.70143 -8.14706 3.23487
C -5.20789 3.66340 -5.81347
H -8.78453 1.06228 -0.49565
H -5.72490 3.83147 0.31556
H -8.75589 0.41949 -2.14136
C 9.48211 0.62916 -0.39305
H 7.87465 -7.68755 6.20364
H -0.72990 -0.36093 3.20799
O 0.77634 -6.86963 5.06775
F 1.25706 -2.78933 -3.28254
C -5.98095 1.45949 1.96775
H 3.28541 8.49359 -4.20175
O -6.44812 6.49106 -5.16536
C -5.29232 1.69149 3.31604
O 5.49844 -5.48838 7.15014
C -0.17733 -2.51734 -6.56971
C -0.23464 -1.45719 -2.05487
H 4.15470 -5.40751 4.74376
O -0.84794 -2.24397 -9.65224
H -0.43895 -3.26165 -5.82615
H 2.56853 0.14179 0.10564
H -7.52689 2.78020 2.56424
H -0.27096 -1.81689 2.30080
H -4.94948 4.90262 -4.06061
H -0.01472 -9.17694 5.40299
H 10.27140 1.03881 -1.02283
H -2.19717 -1.51138 1.36092
H -1.97552 -1.36945 -6.26651
N -7.25575 -0.30453 -0.89812
H 0.72767 -10.52163 4.53533
H -2.60856 -0.77916 -1.55573
H -6.54983 0.52155 2.02906
H -1.32293 -9.79994 3.34179
H 4.88747 -1.47664 8.11479
H 2.55965 -5.02626 4.07686
C 0.65497 3.20852 -0.47188
C -8.13735 0.79701 -1.32886
C 5.51157 -2.03415 7.42354
C -6.24559 8.71680 -6.59355
C -0.20238 -0.26055 -11.29173
H -4.37670 0.41340 -2.52420
H -1.76192 0.09882 -0.23992
H -4.72813 2.62569 3.31349
H 7.48028 -1.58473 3.81882
O -4.96419 2.75935 -2.50135
C 2.02126 2.51411 -0.61995
H -5.55497 -2.46648 1.76291
H -3.69241 -2.45660 -1.79781
H -7.08079 4.66616 1.00194
H 0.57420 3.72778 0.48495
C 8.88387 1.72281 0.46265
C -0.37738 -1.39300 3.30677
O -4.33532 5.93930 -5.75035
H 0.81449 0.08424 1.50261
H 2.89985 6.95657 -4.97776
H 4.78900 6.48777 0.86326
N -5.49103 1.11849 -0.45771
H -5.20556 2.71779 -5.27157
H 7.58345 -7.00148 7.81075
C -5.41565 6.71835 -5.74182
C -2.86744 -1.68439 3.83326



Formula: C48H96O12
Source: the Open Molecules 2025 dataset
Level of theory: the ωB97M-V functional and the def2-TZVPD basis

Properties
Energy above the lowest of the compared OMol25 structures with the same formula, charge and spin: 468.59 kJ/mol
SMILES string: C1CCOC1.C1CCOC1.C1CCOC1.C1CCOC1.C1CCOC1.C1CCOC1.C1CCOC1.C1CCOC1.C1CCOC1.C1CCOC1.C1CCOC1.C1CCOC1
Charge: 0
E_tot: -75893.549 eV
Orbital gap: 9.47 eV

Positions of all 156 atoms, in Å:
C 3.86832 3.74621 5.22432
H 2.26436 -5.41615 -2.04518
O 5.41527 -0.57057 1.71401
C -1.54723 -1.45767 4.67403
C 2.99244 3.65345 3.99546
H 5.28361 -4.14975 -3.75768
O 4.24451 -3.03272 -5.14971
H -2.86229 -0.60527 -1.18429
H -0.00680 0.12337 -4.75621
H -0.44779 5.99421 -4.59792
H 5.91470 -2.59964 -4.02584
H -3.17189 2.81005 -0.29074
H 2.10707 4.28642 4.05544
H -1.63887 -1.48120 2.43744
C -2.20759 -1.15940 3.30985
C -4.69169 -1.19627 -0.32033
H 7.47228 -2.54385 2.04345
H -0.69243 2.96223 -4.51756
C -1.69235 -4.41165 2.40084
H -6.23060 1.79075 1.91371
H 0.61760 5.22361 -1.78883
C -1.06269 0.75293 3.99788
O -3.71785 -2.08636 -2.28685
H 2.26397 1.88912 3.01891
H -0.12002 -6.53030 -3.68266
O 4.80628 2.65535 4.93059
H 1.29121 2.37759 -0.19393
C 2.78977 -2.18482 -3.62389
H 6.10624 -3.07861 -0.24832
C 6.12767 -2.08929 0.20874
H -3.44075 2.90985 2.28045
H -0.37436 1.11670 3.23500
H -0.07601 8.09855 2.00763
H 0.14080 -5.78626 -0.23081
O -2.09742 6.36872 2.52779
H -1.39891 -6.26764 3.48244
H -1.28815 6.45318 -2.23359
C 7.32939 -1.80833 1.25180
H 0.53588 -4.80918 4.26148
C 6.83103 -0.59934 2.02113
O -2.24502 0.25979 3.41580
H 8.32788 -1.71243 0.82527
H 1.10179 -5.47066 -4.16790
H -0.73945 -6.34388 1.92801
H 3.25653 3.55740 6.10646
C -1.33170 5.44486 -2.64527
H -1.82569 4.99379 -4.77593
H -1.33860 1.54986 4.68843
H -2.28252 -1.22158 5.44326
H -1.22648 -2.48722 4.83291
C -0.86665 -5.65006 2.75899
H 3.58824 3.98960 3.14685
C -0.26947 7.15290 1.50125
C 4.96337 -3.12744 -3.95876
C 4.95135 -1.79187 1.11982
H -0.76418 1.63384 -0.98482
C -2.60257 0.39710 -6.19698
C 0.62084 -3.82393 2.32669
H -5.53799 2.58991 3.23642
O 1.68780 0.78846 0.99260
C -5.38227 -2.50235 -0.65249
H -3.75705 -3.86789 -1.06449
C 4.05492 -2.54405 -2.87649
H 0.51230 6.39126 3.38599
H 2.46876 -3.84530 -4.90868
H -0.66225 4.29194 -0.86429
O -1.92268 0.82368 -5.04690
H 1.40911 -6.95454 -1.81664
H 0.28606 7.03189 0.57128
C 2.88560 -2.83888 -4.94694
C -3.85141 -0.89855 -1.53604
H 0.79646 -0.35711 -1.30105
C -4.37576 -3.19155 -1.65428
C -0.20281 3.82495 -4.06579
H 1.34754 -5.67512 3.05193
H 1.41896 -3.86825 1.58565
H 2.57148 -1.12067 -3.71333
C -0.57540 -4.38747 -1.67980
H -1.20955 4.89733 3.73035
C 0.11055 6.00092 2.45094
H -3.76860 1.21080 1.67940
H 4.75354 -2.68300 1.71552
C 4.26083 1.70561 4.11338
H 0.40897 -0.84460 4.14341
H 2.02826 -1.27300 0.46324
H 6.23433 -1.33348 -0.56939
C -1.03178 -0.11505 -4.47216
C 0.47690 -5.03552 3.19686
C 2.77324 2.17100 3.94048
C -4.13507 2.69074 0.20539
H -4.66869 1.90151 -0.32421
H -1.16169 -0.14223 -3.39027
C -1.78820 7.03871 1.32723
H 0.89825 -3.02762 3.01736
C -2.21690 -1.00830 -6.39078
H 0.75503 -0.89047 1.59226
C 0.51846 -5.11863 -1.00525
H -5.40390 -0.41589 -0.05224
H -2.42329 7.92439 1.30823
C -0.43519 -0.43761 4.70004
H -2.16661 6.43392 0.50312
H 1.88986 -2.48612 -3.08772
H -2.25420 -3.86489 3.15814
O -0.22589 3.51853 -2.63389
H -1.71221 -1.24707 -7.32693
C 0.45417 -5.67928 -3.31634
H -6.32552 -2.39121 -1.18731
C -0.36574 1.04724 -0.15701
H -4.98755 -3.84480 -2.27644
H -2.23198 -1.76407 -4.37276
H 2.52465 -2.20186 -5.75443
H -3.68699 0.39754 -6.08674
C -4.07614 2.25651 1.68254
H 0.27238 2.39595 1.31085
H 0.74355 3.81477 -4.60652
H -5.72565 3.77186 -0.52417
H -4.56780 4.90105 0.25432
H -2.39547 -4.63144 1.59747
H 7.28714 0.29948 1.60617
H 4.45233 -1.71740 -2.28759
H -2.33229 5.07346 -2.42398
C 1.28547 -5.89559 -2.04343
H 3.79334 -3.27891 -2.11513
H 4.08952 -1.55611 0.49550
H 1.19740 -4.43430 -0.49650
O -5.79918 3.73958 1.47919
H -5.53875 -3.07308 0.26287
H 4.73779 1.86685 3.14663
H 4.41667 0.75303 4.61974
C -0.32419 4.67617 -1.82667
H -0.54486 -1.09560 -0.41005
H 6.88929 -0.65082 3.10835
C -0.95729 5.14875 -4.13564
C 0.74190 1.78640 0.53877
H -1.46958 -4.94355 -1.39814
C 0.22026 -0.31999 -0.37655
C -5.02333 3.91175 0.29759
C -1.48015 -1.42692 -5.08632
H -1.19948 0.91692 0.53292
O -0.69435 -3.61512 1.77038
H 0.87178 5.29497 2.11890
H -4.06906 -1.42302 0.54514
H -0.13873 -0.20005 5.72170
H -1.36692 4.48247 2.02043
C -1.17320 5.29792 2.71728
H -3.03809 -1.65668 -6.69628
H -2.24567 1.09501 -6.95436
H -4.29718 -0.03125 -2.02304
C 1.26572 -0.53067 0.69903
H 2.17587 1.89134 4.80825
C -5.46504 2.52963 2.15053
O -0.37897 -4.54454 -3.06480
H -3.20786 -1.58589 3.23456
H -0.64286 -2.09337 -5.29349
H -0.75500 -3.36037 -1.36213
H 4.45345 4.63887 5.44540



| no. | largest force on an atom (eV Å⁻¹) |
| --- | --- |
| 1 | 3.11 |
| 2 | 1.63 |
| 3 | 3.95 |